*a*
{
  "formula": "C64H176N16O16",
  "method": "ωB97M-V/def2-TZVPD",
  "gap_ev": 9.175,
  "elements": ["O", "O", "O", "O", "O", "O", "O", "O", "O", "O", "O", "O", "O", "O", "O", "O", "N", "N", "N", "N", "N", "N", "N", "N", "N", "N", "N", "N", "N", "N", "N", "N", "C", "C", "C", "C", "C", "C", "C", "C", "C", "C", "C", "C", "C", "C", "C", "C", "C", "C", "C", "C", "C", "C", "C", "C", "C", "C", "C", "C", "C", "C", "C", "C", "C", "C", "C", "C", "C", "C", "C", "C", "C", "C", "C", "C", "C", "C", "C", "C", "C", "C", "C", "C", "C", "C", "C", "C", "C", "C", "C", "C", "C", "C", "C", "C", "H", "H", "H", "H", "H", "H", "H", "H", "H", "H", "H", "H", "H", "H", "H", "H", "H", "H", "H", "H", "H", "H", "H", "H", "H", "H", "H", "H", "H", "H", "H", "H", "H", "H", "H", "H", "H", "H", "H", "H", "H", "H", "H", "H", "H", "H", "H", "H", "H", "H", "H", "H", "H", "H", "H", "H", "H", "H", "H", "H", "H", "H", "H", "H", "H", "H", "H", "H", "H", "H", "H", "H", "H", "H", "H", "H", "H", "H", "H", "H", "H", "H", "H", "H", "H", "H", "H", "H", "H", "H", "H", "H", "H", "H", "H", "H", "H", "H", "H", "H", "H", "H", "H", "H", "H", "H", "H", "H", "H", "H", "H", "H", "H", "H", "H", "H", "H", "H", "H", "H", "H", "H", "H", "H", "H", "H", "H", "H", "H", "H", "H", "H", "H", "H", "H", "H", "H", "H", "H", "H", "H", "H", "H", "H", "H", "H", "H", "H", "H", "H", "H", "H", "H", "H", "H", "H", "H", "H", "H", "H", "H", "H", "H", "H", "H", "H", "H", "H", "H", "H", "H", "H", "H", "H", "H", "H"],
  "coordinates": [[-0.513, 9.648, -8.504], [2.387, -11.251, 4.972], [0.005, 0.499, 0.115], [-6.125, 5.711, -8.504], [4.942, -4.054, 11.054], [4.691, 11.723, 1.316], [-0.953, 5.241, 7.042], [-8.974, -1.343, 4.852], [6.939, 1.437, -9.314], [0.421, 1.442, -11.505], [-2.499, -6.124, 9.989], [-3.041, 12.371, 1.330], [-0.841, -12.450, -0.549], [6.167, 4.638, 5.757], [-1.112, -5.812, -8.306], [3.677, -7.484, -4.308], [-1.502, -5.828, -5.472], [-2.873, 1.095, -9.938], [-3.113, -9.547, -0.794], [-2.381, -1.870, 1.651], [-6.831, 6.967, -5.073], [-4.330, -4.182, 7.346], [7.326, 0.226, -6.621], [-1.771, 1.673, 7.577], [3.686, 4.586, 3.006], [4.866, 8.495, -0.560], [3.272, -2.437, 9.322], [-10.863, 1.676, 5.802], [3.741, -9.650, -1.336], [0.578, 8.979, -4.958], [3.443, -13.670, 4.460], [-2.861, 9.808, -0.225], [-0.207, -2.516, 0.966], [-0.632, 9.219, -7.190], [-4.131, -6.672, 7.557], [-2.316, -5.056, -6.340], [-5.896, 4.763, -5.420], [-1.885, -11.716, -1.158], [5.496, 2.889, 3.528], [-1.104, -1.281, 1.386], [5.960, 10.696, -1.146], [-0.095, -13.392, -1.308], [5.434, -13.385, 5.877], [-1.726, 8.793, 1.545], [-4.012, 12.677, 2.303], [6.040, 1.537, -8.180], [-8.853, -2.257, 3.778], [-1.677, 9.535, -9.280], [-9.968, -0.316, 4.683], [5.278, 9.808, -0.050], [-2.714, 9.890, 1.202], [-1.568, -4.603, -7.663], [0.048, 1.305, -1.012], [3.955, -12.960, 5.603], [3.756, -11.438, 5.413], [-0.786, 0.794, -11.149], [-2.309, -10.558, -0.191], [-6.100, 6.169, -6.049], [4.306, -7.277, -1.305], [-4.110, -5.294, 8.281], [7.260, 5.401, 6.282], [4.561, 4.033, 3.991], [-2.178, 11.273, 1.680], [4.863, 0.018, -6.491], [-0.309, 6.241, 7.820], [-1.204, -0.234, 0.236], [-3.112, -11.029, 1.064], [-9.939, 0.550, 5.983], [-2.768, -5.123, 9.026], [-1.638, 2.878, 6.794], [-3.037, 3.293, 6.277], [4.127, -3.445, 8.782], [-3.337, -6.141, 11.130], [5.477, 5.170, 4.636], [-10.406, -0.114, 7.252], [3.518, -8.411, -2.006], [6.084, 0.176, -7.485], [-1.111, 2.595, -9.296], [-0.517, -5.643, -9.626], [3.908, -8.619, -3.484], [-2.811, -3.879, -5.517], [1.754, 8.166, -6.966], [7.519, 2.614, -9.779], [-6.847, 6.204, -7.397], [3.660, -7.560, -5.717], [4.579, -2.945, 7.360], [5.228, 11.504, 2.587], [1.463, 0.687, -12.060], [-1.024, 3.962, 7.694], [1.826, -9.949, 5.227], [6.049, -3.991, 11.956], [-1.741, 1.792, -10.462], [5.337, -3.703, 9.719], [0.751, 9.249, -6.429], [-6.761, 5.706, -9.766], [4.193, 10.572, 0.679], [0.600, -12.872, -1.968], [-7.557, 6.388, -4.676], [-5.764, 4.080, -6.259], [6.173, 5.477, 3.855], [-1.913, 9.716, -0.560], [-10.618, 0.647, 8.003], [4.651, -7.650, -6.162], [6.071, -13.153, 5.023], [-0.213, 7.129, 7.196], [-3.216, -8.792, -0.132], [-4.005, -11.640, 0.934], [-1.259, 11.389, 1.105], [5.157, -2.022, 7.394], [-1.602, 3.970, 8.618], [-1.972, 8.514, -9.524], [-2.162, -3.914, -8.264], [-0.828, -0.791, 2.320], [-1.671, -0.647, -0.659], [-6.741, 4.319, -4.893], [3.399, -9.485, -3.907], [-2.375, -2.484, 2.453], [5.355, -7.569, -1.351], [2.712, 8.228, -6.450], [5.097, 1.870, -8.613], [-1.255, -5.207, -10.300], [-10.958, -0.750, 4.539], [-11.212, 1.900, 6.723], [-0.683, 2.101, -0.873], [-6.934, 6.732, -10.092], [3.734, -1.539, 9.315], [-11.683, 1.236, 5.409], [-8.596, -1.684, 2.887], [6.215, -0.631, -8.206], [1.170, 0.330, -13.047], [3.892, 3.689, 4.779], [-2.361, -11.651, 1.552], [-1.577, 10.115, -10.197], [-1.999, -3.300, -5.077], [7.969, -0.092, -7.331], [4.628, 7.931, 0.243], [4.466, 11.555, 3.364], [-8.956, 0.998, 6.130], [-1.989, 11.181, 2.749], [5.237, -3.709, 6.946], [-11.337, -0.672, 7.151], [1.934, 8.317, -8.030], [6.997, 5.981, 7.167], [-9.600, -0.754, 7.612], [-2.999, 4.213, 5.693], [-6.161, 7.078, -4.326], [3.522, 11.004, -0.063], [-5.157, -6.859, 7.239], [-0.012, 3.667, 7.971], [3.359, -9.345, -0.452], [-1.198, -6.646, -5.981], [6.075, 9.501, 0.628], [-2.678, -4.096, 9.380], [-0.169, 3.041, -9.616], [5.968, -12.903, 6.696], [5.897, 10.675, 2.817], [-2.717, -12.404, -1.311], [-0.713, -3.189, 0.273], [-0.991, 2.116, -8.325], [-2.088, 7.817, 1.221], [-1.796, 3.415, -9.080], [0.318, -4.955, -9.496], [4.983, -8.792, -3.528], [-3.668, 9.672, 1.684], [5.571, 7.887, -0.952], [-1.119, 8.244, -7.158], [-3.493, 2.531, 5.646], [5.892, -4.551, 9.319], [-7.758, 5.622, -7.261], [0.710, -2.169, 0.488], [0.678, 5.950, 8.179], [1.010, 1.782, -1.198], [7.331, -0.536, -5.957], [-1.633, -11.306, -2.136], [-1.980, 2.577, -11.180], [-9.757, -2.804, 3.509], [8.229, 2.963, -9.030], [2.825, 4.804, 3.486], [-1.426, -10.116, 0.270], [3.266, 3.807, 2.519], [4.862, 2.016, 3.376], [3.936, 0.075, -7.060], [6.334, 2.594, 4.159], [0.113, -3.114, 1.820], [-0.699, -4.002, -7.397], [3.593, 9.963, 1.355], [-3.171, -5.680, -6.600], [-1.157, 0.186, -11.974], [6.576, -3.037, 11.934], [-1.928, 0.486, 0.618], [-0.913, 2.681, 6.004], [-3.959, -3.290, 7.640], [-3.229, 10.706, -0.505], [2.398, 1.232, -12.189], [-2.013, -5.204, 8.244], [3.122, -2.763, 10.266], [-8.067, -3.010, 3.836], [-4.991, 4.646, -4.824], [4.898, -0.970, -6.032], [4.055, -7.055, -0.268], [8.041, 4.779, 6.721], [3.365, -6.617, -6.178], [-5.144, 6.683, -6.151], [3.767, -2.931, 6.633], [4.812, 5.981, 4.931], [-3.902, -7.515, 8.209], [4.830, 0.714, -5.652], [-7.683, 5.126, -9.720], [2.476, -9.096, 5.031], [1.407, -9.847, 6.228], [6.188, 11.646, -0.663], [-1.543, 8.805, 2.619], [-3.075, -1.185, 1.913], [-4.733, 13.360, 1.855], [-1.416, 9.846, -6.767], [-0.650, -5.311, -5.308], [-7.060, 7.234, -7.686], [-3.188, -5.275, 11.774], [4.222, -6.368, -1.900], [3.113, -10.297, -1.791], [-3.436, 0.655, -10.653], [1.075, -9.809, 4.450], [-4.573, 11.843, 2.725], [-2.642, -9.100, -1.567], [-3.595, -4.108, -4.795], [0.627, -13.917, -0.682], [-3.511, 13.201, 3.117], [6.837, -4.734, 11.836], [-3.452, -6.628, 6.706], [3.343, -13.279, 6.447], [4.031, -13.346, 3.706], [5.753, -4.096, 13.000], [1.791, -0.127, -11.413], [-3.649, 3.501, 7.155], [-2.164, 1.887, 8.483], [-4.950, -5.161, 8.963], [-0.194, -6.591, -10.056], [5.823, 3.232, 2.546], [1.197, 10.237, -6.542], [5.955, -2.808, 9.643], [6.853, 3.422, -10.081], [2.454, -8.230, -1.852], [-0.240, 0.727, -1.890], [2.562, -13.196, 4.320], [-5.311, -3.967, 7.243], [-3.192, -10.262, 1.834], [-6.144, 5.209, -10.514], [-9.689, 0.256, 3.799], [-0.436, 0.058, -10.425], [-0.756, 8.931, 1.067], [-0.926, 1.155, 7.770], [8.183, 2.461, -10.630], [5.525, -14.470, 5.922], [7.690, 6.082, 5.548], [-0.944, 6.543, 8.653], [3.492, -4.316, 8.627], [4.015, -10.813, 6.268], [5.377, 10.852, -2.054], [6.280, 2.296, -7.435], [-0.664, -14.105, -1.904], [0.028, 8.138, -4.860], [1.406, 7.133, -6.963], [5.880, 12.347, 2.818], [-3.097, -7.089, 11.611], [3.047, -8.360, -6.133], [4.323, -11.047, 4.568], [6.930, 10.327, -1.481], [-2.518, 9.988, -8.756], [-3.333, -3.176, -6.166], [1.444, 8.676, -4.536], [-3.403, 1.909, -9.660], [-4.394, -6.168, 10.864]],
  "lowdin_charge": [-0.19, -0.23, -0.18, -0.21, -0.18, -0.18, -0.19, -0.20, -0.20, -0.21, -0.19, -0.19, -0.20, -0.20, -0.22, -0.19, 0.03, 0.03, 0.02, 0.00, 0.02, 0.02, 0.02, 0.02, 0.03, 0.02, 0.02, 0.02, 0.02, 0.01, 0.04, 0.04, -0.05, -0.22, -0.05, -0.45, -0.06, -0.18, -0.05, -0.41, -0.05, -0.10, -0.06, -0.08, -0.12, -0.19, -0.12, -0.11, -0.17, -0.42, -0.47, -0.18, -0.13, -0.44, -0.18, -0.19, -0.44, -0.41, -0.05, -0.43, -0.10, -0.45, -0.18, -0.06, -0.11, -0.20, -0.06, -0.42, -0.21, -0.44, -0.05, -0.44, -0.10, -0.19, -0.08, -0.47, -0.38, -0.05, -0.08, -0.18, -0.08, -0.07, -0.14, -0.20, -0.12, -0.06, -0.13, -0.12, -0.21, -0.10, -0.12, -0.45, -0.20, -0.35, -0.11, -0.21, 0.07, 0.06, 0.06, 0.12, 0.07, 0.07, 0.08, 0.06, 0.08, 0.07, 0.08, 0.13, 0.07, 0.12, 0.09, 0.12, 0.13, 0.13, 0.07, 0.12, 0.08, 0.08, 0.07, 0.12, 0.08, 0.12, 0.05, 0.08, 0.08, 0.07, 0.06, 0.08, 0.13, 0.08, 0.13, 0.06, 0.09, 0.08, 0.06, 0.06, 0.08, 0.14, 0.12, 0.07, 0.09, 0.06, 0.07, 0.08, 0.07, 0.07, 0.13, 0.07, 0.12, 0.07, 0.07, 0.12, 0.12, 0.07, 0.07, 0.08, 0.12, 0.07, 0.08, 0.08, 0.07, 0.08, 0.13, 0.13, 0.07, 0.12, 0.07, 0.12, 0.12, 0.06, 0.08, 0.09, 0.06, 0.12, 0.13, 0.08, 0.09, 0.07, 0.13, 0.07, 0.07, 0.07, 0.08, 0.06, 0.11, 0.13, 0.14, 0.12, 0.08, 0.12, 0.14, 0.06, 0.07, 0.08, 0.13, 0.07, 0.08, 0.07, 0.06, 0.07, 0.08, 0.08, 0.14, 0.07, 0.12, 0.07, 0.08, 0.08, 0.08, 0.09, 0.07, 0.08, 0.07, 0.09, 0.12, 0.07, 0.12, 0.09, 0.07, 0.07, 0.07, 0.08, 0.08, 0.07, 0.08, 0.08, 0.08, 0.08, 0.08, 0.13, 0.07, 0.08, 0.08, 0.08, 0.07, 0.12, 0.08, 0.08, 0.13, 0.12, 0.08, 0.13, 0.09, 0.06, 0.07, 0.07, 0.08, 0.12, 0.12, 0.08, 0.07, 0.08, 0.07, 0.08, 0.08, 0.13, 0.12, 0.07, 0.12, 0.09, 0.06, 0.07, 0.09, 0.09, 0.08, 0.12, 0.07, 0.08, 0.07, 0.05, 0.07, 0.08]
}

---

*b*
{
  "formula": "C64H176N16O16",
  "method": "ωB97M-V/def2-TZVPD",
  "gap_ev": 9.148,
  "elements": ["O", "O", "O", "O", "O", "O", "O", "O", "O", "O", "O", "O", "O", "O", "O", "O", "N", "N", "N", "N", "N", "N", "N", "N", "N", "N", "N", "N", "N", "N", "N", "N", "C", "C", "C", "C", "C", "C", "C", "C", "C", "C", "C", "C", "C", "C", "C", "C", "C", "C", "C", "C", "C", "C", "C", "C", "C", "C", "C", "C", "C", "C", "C", "C", "C", "C", "C", "C", "C", "C", "C", "C", "C", "C", "C", "C", "C", "C", "C", "C", "C", "C", "C", "C", "C", "C", "C", "C", "C", "C", "C", "C", "C", "C", "C", "C", "H", "H", "H", "H", "H", "H", "H", "H", "H", "H", "H", "H", "H", "H", "H", "H", "H", "H", "H", "H", "H", "H", "H", "H", "H", "H", "H", "H", "H", "H", "H", "H", "H", "H", "H", "H", "H", "H", "H", "H", "H", "H", "H", "H", "H", "H", "H", "H", "H", "H", "H", "H", "H", "H", "H", "H", "H", "H", "H", "H", "H", "H", "H", "H", "H", "H", "H", "H", "H", "H", "H", "H", "H", "H", "H", "H", "H", "H", "H", "H", "H", "H", "H", "H", "H", "H", "H", "H", "H", "H", "H", "H", "H", "H", "H", "H", "H", "H", "H", "H", "H", "H", "H", "H", "H", "H", "H", "H", "H", "H", "H", "H", "H", "H", "H", "H", "H", "H", "H", "H", "H", "H", "H", "H", "H", "H", "H", "H", "H", "H", "H", "H", "H", "H", "H", "H", "H", "H", "H", "H", "H", "H", "H", "H", "H", "H", "H", "H", "H", "H", "H", "H", "H", "H", "H", "H", "H", "H", "H", "H", "H", "H", "H", "H", "H", "H", "H", "H", "H", "H", "H", "H", "H", "H", "H", "H"],
  "coordinates": [[-4.488, 4.750, 2.285], [1.539, 3.475, 2.699], [-3.665, 4.144, -2.024], [-1.767, 7.844, -1.424], [5.284, 3.465, 2.015], [0.835, -3.450, 5.710], [6.568, -1.603, -3.375], [1.145, -1.441, -3.520], [4.584, -7.438, 0.883], [-3.844, -6.021, 1.683], [-2.821, -4.034, -3.533], [3.989, 4.210, -3.329], [-3.054, -0.875, 5.367], [-7.002, -2.974, 1.121], [0.447, 1.049, -0.171], [0.501, 5.461, -7.082], [-2.108, -6.339, -2.290], [0.909, 5.396, 4.507], [-2.403, 0.794, -1.624], [5.036, -0.112, 2.548], [4.212, 3.122, -5.948], [1.354, -6.378, -0.465], [-0.786, 5.158, -2.376], [-4.915, 1.318, 3.643], [0.329, -4.016, -2.712], [2.906, -2.151, 2.943], [-1.597, -4.802, 0.982], [6.130, -1.516, -0.409], [0.758, 2.910, -4.312], [-3.369, 1.611, 8.028], [0.944, -2.566, 0.505], [-5.437, 0.275, 0.461], [7.195, 0.988, 2.501], [5.762, -2.497, -2.607], [1.046, -0.066, -4.071], [-3.646, 2.883, -1.384], [-4.123, 2.472, 3.200], [1.111, -0.176, 0.073], [4.428, -0.554, -1.773], [-2.889, 1.940, -2.366], [-4.390, 5.078, -1.284], [1.333, -2.600, 4.694], [1.580, 5.255, -8.044], [-3.059, 1.168, 6.692], [0.715, 4.849, -5.807], [0.989, -4.828, -5.024], [5.748, 1.192, 2.669], [-2.933, 2.070, 2.307], [1.132, -3.793, -3.849], [-2.669, 8.639, -0.637], [3.195, -7.539, 0.650], [-3.841, 1.599, -3.468], [4.937, -8.513, 1.671], [5.282, 3.910, -5.398], [-4.339, -1.983, 0.620], [0.475, 3.302, -5.676], [-3.742, -2.110, 5.251], [-0.368, -5.710, 2.933], [5.908, 4.805, -6.428], [-0.359, -2.894, 6.222], [-5.156, -6.046, 2.229], [2.629, -3.069, 4.034], [-2.872, -2.651, -3.254], [-0.181, 6.015, -1.322], [-5.623, -1.159, 0.353], [2.811, -6.587, -0.465], [4.825, 3.314, -2.579], [4.758, 4.857, -4.306], [-0.961, 2.972, -6.049], [-3.783, -4.782, -2.816], [5.152, -1.824, -1.397], [0.446, 4.339, 2.386], [-1.248, 6.865, -0.560], [-1.529, -5.896, 1.921], [-5.466, 5.774, 2.210], [-0.770, -1.029, 1.440], [3.687, -3.112, 5.128], [0.910, 6.924, -1.809], [1.385, 2.123, -0.312], [1.037, -2.428, -4.519], [5.130, 2.116, 1.606], [-1.519, 1.244, 6.200], [-1.159, 5.928, 3.238], [0.143, -1.347, 0.276], [7.423, -2.384, -4.159], [-3.404, -0.306, 6.638], [-6.610, -1.613, 1.383], [-0.183, 4.906, 3.676], [3.528, -5.289, -0.362], [-2.816, -5.964, 2.695], [-5.049, 3.456, 2.450], [-4.470, -6.987, -2.048], [-7.633, -3.483, 2.275], [1.126, 2.174, 3.077], [-3.429, -6.213, -2.890], [4.594, 4.297, 1.135], [0.549, 1.683, 2.308], [5.506, 1.650, 3.643], [5.117, 0.212, -2.065], [-2.154, 9.092, 0.229], [-4.905, 6.724, 2.188], [6.891, -3.148, -4.751], [-1.450, 0.541, 5.374], [0.022, 5.364, -5.129], [7.700, 0.292, 3.207], [0.517, 7.792, -2.345], [-6.120, -1.552, 2.359], [0.192, 3.487, -3.688], [4.652, -3.511, 4.823], [-5.796, -5.448, 1.591], [3.648, 2.823, -5.133], [0.561, -2.524, 3.934], [1.101, -5.995, 0.447], [1.661, 6.383, -2.360], [-4.821, -1.873, 5.124], [-2.151, 1.474, 2.814], [-0.314, 3.804, 1.790], [1.546, -1.622, 5.163], [-1.146, 3.517, -6.971], [-7.515, -1.001, 1.486], [-4.752, -4.668, -3.275], [6.443, -2.373, 0.037], [-4.031, 6.060, -1.617], [1.141, 2.751, -6.358], [0.306, -3.115, -2.263], [2.484, 5.773, -7.708], [1.793, 0.024, 0.921], [-0.119, -0.807, 2.287], [-2.909, -6.880, 3.311], [-0.513, -1.451, -0.610], [4.493, 2.282, -6.422], [6.821, 5.299, -6.034], [-3.647, 1.670, 5.941], [-2.360, -2.059, -4.034], [-4.329, 0.618, 4.081], [1.970, 2.018, -1.243], [-1.328, -0.119, 1.215], [-1.690, 1.116, -0.970], [-0.915, 5.643, -3.243], [0.275, -3.301, 0.666], [-3.372, -6.549, -3.932], [-2.787, -0.804, 7.386], [-3.976, 2.486, -4.083], [4.317, -8.473, 2.578], [1.739, 3.133, -4.116], [1.199, 5.766, -8.950], [-3.331, 1.394, 1.534], [-4.475, -0.423, 6.863], [5.023, -3.070, -3.205], [-3.060, 3.005, -0.482], [-0.663, -4.862, 3.524], [2.086, 2.101, 0.528], [2.994, -4.493, -0.877], [-1.473, -1.853, 1.646], [5.464, -0.868, 3.065], [0.528, 2.243, 3.994], [5.202, 5.581, -6.767], [-0.802, 7.312, 0.340], [5.635, 3.875, -2.108], [1.888, -2.323, -5.228], [5.492, 1.958, 0.543], [-1.706, 4.916, -2.082], [3.789, -0.315, -0.927], [1.705, 4.751, 4.354], [3.882, -2.155, 5.598], [8.161, -2.919, -3.597], [-1.484, -6.874, 1.391], [-1.206, 2.252, 5.849], [3.753, -2.301, 2.386], [-2.574, -4.535, 0.862], [3.778, -5.020, 0.658], [-2.065, 0.047, -2.210], [-4.264, 4.929, -0.196], [-5.518, 4.960, -1.398], [-8.537, -2.915, 2.520], [-4.679, 2.612, -1.163], [7.807, 1.913, 2.407], [5.669, -1.020, 0.343], [-0.614, -4.212, -2.995], [-0.180, -6.534, 3.619], [1.712, -0.457, -0.813], [2.422, -4.117, 3.724], [2.623, -7.179, 1.531], [-3.484, 7.996, -0.303], [-1.950, 5.541, 2.609], [-2.341, -2.503, -2.325], [0.185, 5.327, -0.556], [4.086, 0.003, 2.874], [5.227, 2.540, -3.256], [-2.656, 1.264, 8.672], [0.955, -5.719, -1.126], [-4.767, 1.239, -3.000], [-3.837, -4.450, -1.767], [4.995, 4.226, 0.108], [-2.090, 2.514, -2.817], [-5.931, 3.544, 3.079], [-1.856, -7.281, -2.016], [1.885, 0.164, -4.751], [4.153, 2.911, -1.807], [0.089, -2.276, -5.041], [-4.128, -8.018, -1.988], [4.513, -5.276, -0.833], [-1.114, 1.896, -6.178], [1.529, -2.692, -0.299], [-3.661, 2.934, 4.070], [1.744, -4.638, -5.799], [2.162, -3.914, -3.473], [6.136, 4.243, -7.352], [-5.388, 0.629, 1.417], [4.623, -9.426, 1.153], [-5.141, -5.576, 3.231], [3.106, -7.055, -1.393], [3.740, -0.746, -2.599], [1.958, 1.545, 3.330], [-3.459, 0.841, -4.145], [-1.174, -3.055, 5.497], [0.932, 0.652, -3.274], [-6.040, -1.427, -0.617], [-3.339, 2.617, 8.150], [-4.699, -3.032, 0.582], [-5.517, -7.020, -2.362], [1.166, 6.344, 4.295], [0.804, 3.036, -0.284], [-3.111, 9.358, -1.333], [-7.002, -3.518, 3.165], [-5.365, 2.981, 1.511], [7.335, 0.581, 1.507], [1.853, 4.221, -8.179], [-0.589, -3.435, 7.159], [-3.555, -1.990, -0.155], [2.931, -8.587, 0.373], [-0.169, -1.827, 6.435], [-4.540, -6.689, -0.998], [-1.341, -5.867, -2.729], [-6.045, 5.718, 1.267], [-4.542, 0.471, 0.016], [2.144, -2.174, 2.281], [-2.060, 6.220, -0.243], [0.857, 5.131, 1.776], [-2.467, 2.949, 1.861], [-3.569, -2.739, 6.151], [4.399, -2.542, -1.020], [-0.640, 4.071, 4.195], [5.614, 5.447, -3.917], [4.003, 5.503, -4.766], [-1.345, -5.068, 0.056], [3.361, -3.898, 5.854], [-1.614, 6.513, 4.020], [-5.516, -7.076, 2.409], [0.129, -0.067, -4.682], [-0.659, 6.682, 2.610], [-2.976, -5.113, 3.379], [3.503, 4.034, 1.089], [-0.943, 0.916, 7.023], [4.032, 1.892, 1.504], [1.395, 7.407, -0.956], [6.103, 3.316, -4.951], [-7.998, -4.483, 2.082], [6.431, -3.321, -2.223], [-5.563, 1.647, 4.356], [-1.619, 3.364, -5.258], [1.094, -5.884, -4.829], [4.644, 5.347, 1.409], [-3.802, -1.782, 1.533], [0.017, -4.733, -5.505], [0.522, -5.480, 2.322], [-6.133, 5.795, 3.056], [7.929, -1.708, -4.845], [1.770, 5.021, -5.490], [-3.891, -2.277, -3.097], [6.007, -8.479, 1.897], [-3.383, -2.649, 4.383]],
  "lowdin_charge": [-0.21, -0.22, -0.22, -0.18, -0.17, -0.20, -0.16, -0.23, -0.18, -0.22, -0.20, -0.21, -0.24, -0.19, -0.22, -0.20, 0.06, 0.06, 0.09, 0.04, 0.08, 0.06, 0.09, 0.06, 0.08, 0.05, 0.08, 0.06, 0.06, 0.04, 0.08, 0.06, -0.08, -0.22, -0.06, -0.18, -0.41, -0.20, -0.04, -0.43, -0.12, -0.23, -0.07, -0.41, -0.19, -0.04, -0.43, -0.04, -0.43, -0.09, -0.21, -0.06, -0.14, -0.49, -0.05, -0.44, -0.12, -0.04, -0.08, -0.10, -0.10, -0.43, -0.11, -0.38, -0.41, -0.43, -0.09, -0.23, -0.05, -0.23, -0.47, -0.19, -0.23, -0.43, -0.11, -0.05, -0.07, -0.05, -0.07, -0.23, -0.20, -0.02, -0.06, -0.41, -0.14, -0.22, -0.22, -0.45, -0.07, -0.20, -0.19, -0.04, -0.14, -0.08, -0.42, -0.12, 0.06, 0.14, 0.07, 0.10, 0.09, 0.09, 0.05, 0.11, 0.09, 0.08, 0.11, 0.04, 0.07, 0.07, 0.07, 0.11, 0.03, 0.07, 0.09, 0.07, 0.11, 0.13, 0.07, 0.13, 0.13, 0.08, 0.09, 0.13, 0.05, 0.07, 0.12, 0.07, 0.14, 0.12, 0.08, 0.09, 0.10, 0.09, 0.05, 0.09, 0.06, 0.06, 0.06, 0.04, 0.14, 0.13, 0.08, 0.09, 0.06, 0.09, 0.06, 0.13, 0.13, 0.11, 0.05, 0.05, 0.05, 0.07, 0.07, 0.08, 0.08, 0.11, 0.09, 0.14, 0.14, 0.03, 0.06, 0.08, 0.08, 0.08, 0.15, 0.07, 0.07, 0.06, 0.08, 0.06, 0.07, 0.11, 0.09, 0.12, 0.10, 0.03, 0.04, 0.08, 0.11, 0.13, 0.13, 0.07, 0.06, 0.06, 0.10, 0.04, 0.08, 0.08, 0.03, 0.09, 0.13, 0.07, 0.11, 0.11, 0.08, 0.09, 0.08, 0.12, 0.07, 0.08, 0.07, 0.05, 0.12, 0.08, 0.13, 0.08, 0.03, 0.08, 0.08, 0.13, 0.08, 0.08, 0.07, 0.07, 0.05, 0.14, 0.08, 0.07, 0.08, 0.07, 0.08, 0.09, 0.08, 0.12, 0.07, 0.07, 0.10, 0.06, 0.13, 0.09, 0.07, 0.03, 0.09, 0.03, 0.02, 0.10, 0.12, 0.06, 0.10, 0.12, 0.11, 0.14, 0.12, 0.04, 0.09, 0.08, 0.10, 0.08, 0.08, 0.12, 0.08, 0.05, 0.10, 0.08, 0.13, 0.08, 0.13, 0.08, 0.08, 0.06, 0.09, 0.06, 0.07, 0.05, 0.08, 0.09, 0.11, 0.09, 0.10, 0.07]
}

---

Quick ranking, most stable first: *b*, *a*.